Density functional theory data (wB97M-V/def2-TZVPD) for a molecular structure, C46H44Cl7F3N3NiO4PSb.

Computed properties:
HOMO level (alpha / beta) = -4.4 / -4.1 eV
Maximum force = 0.35 eV/A
2S+1 = 3
M = 1219.467 g mol⁻¹
Net charge = -1
HOMO-LUMO gap (alpha / beta) = 6.560 / 5.458 eV
⟨S²⟩ = 2.05

CARTESIAN COORDINATES (ANGSTROEM)
Ni: -0.16403 -0.81161 -0.27257
Cl: -2.33404 -2.32340 1.73631
C: -2.28934 -2.94139 0.08049
C: -1.39369 -2.37044 -0.81276
C: -1.47436 -2.89848 -2.10017
Cl: -0.42572 -2.25702 -3.34118
C: -2.36833 -3.89490 -2.48052
Cl: -2.44126 -4.46906 -4.11278
C: -3.23558 -4.43483 -1.53370
Cl: -4.35547 -5.67652 -1.97228
C: -3.19521 -3.95256 -0.22845
Cl: -4.27794 -4.61133 0.95370
C: 2.34332 0.94077 2.63766
N: 2.24876 -0.26192 3.45227
C: 2.85410 -0.13672 4.75708
P: 1.87791 -1.68757 2.69386
O: 0.82750 -1.49618 1.67411
N: 1.48313 -2.67396 3.96432
C: 0.40776 -2.29069 4.85678
C: 1.90333 -4.05252 4.09151
N: 3.22009 -2.35691 2.00126
C: 3.17332 -2.99253 0.69382
C: 4.49433 -2.41015 2.67535
H: 1.87006 1.77583 3.16339
H: 1.84380 0.79974 1.68145
H: 3.39219 1.20400 2.44952
H: 2.34987 0.64886 5.32932
H: 3.91644 0.13319 4.68804
H: 2.77028 -1.07048 5.31035
H: 0.15280 -1.24197 4.70770
H: 0.70582 -2.41962 5.90345
H: -0.48779 -2.89326 4.67047
H: 2.51356 -4.34904 3.24115
H: 1.03012 -4.71149 4.12295
H: 2.48127 -4.21078 5.01021
H: 2.21310 -2.80455 0.22376
H: 3.34685 -4.07258 0.78188
H: 3.94305 -2.56957 0.04235
H: 4.41015 -2.03961 3.69751
H: 5.24734 -1.80798 2.15457
H: 4.86608 -3.44089 2.72935
Cl: -2.81716 3.45634 2.59477
C: -3.32217 2.13080 3.59822
C: -4.47431 2.25178 4.34331
C: -4.91842 1.17934 5.10995
C: -4.20131 -0.01877 5.10916
C: -3.04929 -0.13319 4.36349
C: -2.55007 0.94343 3.58753
C: -1.37338 0.80910 2.83992
H: -5.03092 3.17836 4.30728
H: -5.82718 1.27515 5.68868
H: -4.55654 -0.86409 5.68394
H: -2.50631 -1.06859 4.33877
H: -0.86300 -0.14103 2.76467
H: -0.95835 1.64065 2.29330
C: 5.03749 -1.79894 -4.40749
C: 5.48735 -0.36996 -4.40520
C: 6.56405 0.06233 -5.15566
C: 6.94896 1.39644 -5.13295
Cl: 8.32053 1.90326 -6.09188
C: 6.26810 2.31765 -4.37089
C: 5.18084 1.90206 -3.60717
C: 4.79481 0.56759 -3.61934
O: 3.76077 0.05731 -2.91559
C: 3.04445 0.92650 -2.05851
C: 1.97422 0.17181 -1.28230
O: 1.29982 0.91101 -0.50308
O: 1.78702 -1.04090 -1.43303
H: 5.67089 -2.39983 -5.05918
H: 4.00275 -1.88244 -4.74202
H: 5.06237 -2.21792 -3.40069
H: 7.11151 -0.64330 -5.76677
H: 6.57488 3.35429 -4.36777
H: 4.64523 2.62854 -3.01437
H: 2.54841 1.71655 -2.63169
H: 3.71941 1.40210 -1.33904
F: -8.05011 1.01749 0.41680
C: -6.72040 1.06172 0.15971
C: -6.14111 2.28446 -0.11169
C: -4.77981 2.32714 -0.37765
C: -4.01064 1.17000 -0.36639
C: -4.63376 -0.04146 -0.06567
C: -5.99685 -0.11180 0.19030
Sb: -1.90141 1.03042 -0.71595
C: -1.39291 3.10903 -0.85161
C: -0.36704 3.60411 -0.05108
C: 0.02123 4.93488 -0.11548
C: -0.63115 5.76103 -1.00815
F: -0.25766 7.06110 -1.08511
C: -1.63755 5.31091 -1.83743
C: -2.00615 3.97513 -1.75196
C: -2.06848 0.78692 -2.83550
C: -3.09453 0.03115 -3.39327
C: -3.11187 -0.27302 -4.74816
C: -2.08029 0.19673 -5.53316
F: -2.08275 -0.09242 -6.85727
C: -1.04183 0.94882 -5.02268
C: -1.04433 1.23362 -3.66523
H: -6.75074 3.17829 -0.10504
H: -4.32113 3.28700 -0.57677
H: -4.05157 -0.95506 -0.01443
H: -6.48556 -1.04825 0.42179
H: 0.16958 2.93518 0.61136
H: 0.82025 5.32773 0.49837
H: -2.10427 5.99174 -2.53639
H: -2.77553 3.60444 -2.42031
H: -3.90281 -0.34337 -2.77393
H: -3.89492 -0.87379 -5.19001
H: -0.24923 1.28606 -5.67705
H: -0.22370 1.81074 -3.25083

***

Density functional theory data (wB97M-V/def2-TZVPD) for a molecular structure, C46H44CoN5P2Se2 at a distorted geometry.

Computed properties:
HOMO level (alpha / beta) = -9.7 / -9.7 eV
Maximum force = 2.74 eV/A
2S+1 = 4
M = 945.694 g mol⁻¹
Net charge = +1
HOMO-LUMO gap (alpha / beta) = 5.504 / 5.388 eV
⟨S²⟩ = 3.76

CARTESIAN COORDINATES (ANGSTROEM)
Co: 0.03740 0.64290 0.03350
C: 1.89190 2.33050 -2.09210
C: 2.86600 1.20090 -2.15400
C: 3.83140 1.14360 -3.14500
C: 4.69760 0.06630 -3.23150
C: 4.54100 -1.00410 -2.37030
C: 3.59160 -0.98050 -1.35880
C: 3.39490 -2.20480 -0.51480
C: 2.79940 0.17180 -1.20330
N: 1.93780 0.23730 -0.09230
C: 2.47500 0.18380 1.10630
C: 3.91470 0.42940 1.40810
C: 1.57140 -0.13620 2.18420
C: 2.09150 -0.70950 3.45890
N: 0.31380 0.04560 1.93360
C: -0.72840 -0.36000 2.77220
C: -1.14070 0.44830 3.84370
C: -0.38820 1.68570 4.22760
C: -2.23060 0.03960 4.59750
C: -2.88880 -1.14410 4.31390
C: -2.45920 -1.94110 3.26550
C: -1.38560 -1.56680 2.47620
C: -0.88920 -2.46160 1.38050
H: 1.93040 2.92620 -3.00000
H: 2.09490 2.98070 -1.23940
H: 0.87330 1.92340 -1.98120
H: 3.91050 1.95600 -3.85200
H: 5.46500 0.04360 -3.98980
H: 5.16740 -1.87690 -2.48200
H: 3.44080 -3.08480 -1.15350
H: 2.43020 -2.20350 -0.01060
H: 4.17770 -2.29910 0.23750
H: 4.46870 0.70180 0.51610
H: 4.37800 -0.44800 1.85460
H: 3.99220 1.24210 2.13060
H: 2.72920 -1.56620 3.24680
H: 1.27050 -1.03060 4.09660
H: 2.69020 0.02990 3.98970
H: 0.16680 2.09600 3.38900
H: 0.32290 1.44800 5.01760
H: -1.06230 2.44660 4.61050
H: -2.54700 0.65450 5.42940
H: -3.72910 -1.45390 4.91600
H: -2.95690 -2.87600 3.06180
H: -1.69830 -3.06210 0.97690
H: -0.12960 -3.13280 1.78270
H: -0.45460 -1.88060 0.55910
Se: -6.12070 3.40960 0.98350
P: -5.77080 1.41880 0.30220
C: -6.51310 1.05250 -1.31660
C: -7.25480 2.01680 -1.98530
C: -7.88130 1.68880 -3.17520
C: -7.76620 0.40610 -3.68700
C: -7.02110 -0.55260 -3.01630
C: -6.38870 -0.23640 -1.82870
C: -6.52130 0.26510 1.48010
C: -5.93290 0.15500 2.73510
C: -6.55250 -0.59760 3.71320
C: -7.75520 -1.23210 3.44490
C: -8.33820 -1.11900 2.19340
C: -7.73110 -0.36060 1.20840
C: -4.04580 0.91380 0.16140
C: -2.78820 1.52760 0.18200
N: -1.89840 0.53330 -0.09240
N: -2.56900 -0.58410 -0.24630
N: -3.83440 -0.38790 -0.10120
P: -2.14710 3.19790 0.23680
Se: -0.04670 3.11980 0.67910
C: -2.49190 3.80680 -1.44120
C: -3.76510 3.60600 -1.96320
C: -4.03370 3.95870 -3.27020
C: -3.03410 4.50940 -4.05790
C: -1.76780 4.71380 -3.53470
C: -1.48920 4.35840 -2.22700
C: -2.95340 4.19600 1.50660
C: -3.20000 3.64000 2.75830
C: -3.68240 4.45010 3.77010
C: -3.91160 5.79730 3.53130
C: -3.67450 6.34010 2.27830
C: -3.17770 5.54340 1.26210
H: -7.34960 3.01220 -1.56820
H: -8.46910 2.42940 -3.69630
H: -8.26210 0.15090 -4.61140
H: -6.94100 -1.55260 -3.41430
H: -5.80000 -0.96760 -1.29040
H: -4.99770 0.66250 2.93780
H: -6.10510 -0.68230 4.69150
H: -8.24220 -1.80780 4.21680
H: -9.27290 -1.61660 1.98720
H: -8.19280 -0.25780 0.23610
H: -4.54310 3.17970 -1.34100
H: -5.02290 3.79760 -3.66980
H: -3.24600 4.78150 -5.08000
H: -0.99280 5.15000 -4.14500
H: -0.50030 4.50680 -1.81020
H: -3.02500 2.58300 2.92340
H: -3.88240 4.03710 4.74760
H: -4.27280 6.42570 4.33200
H: -3.86600 7.38580 2.09450
H: -2.97820 5.94350 0.27790

***

What is the 2S+1 in the first record?
3